Arrangement w

15
Properties=species:S:1:pos:R:3 method="wB97M-V/def2-TZVPD" lumo_energy_ev=-0.7 charge=0 homo_lumo_gap_ev=8.374
C -0.5619 -1.4891 -0.1409
C -1.0434 -1.0760 1.0883
C -0.3218 -0.3391 -0.8433
C -0.6869 1.9978 -0.3507
N -0.9837 0.2934 1.1217
N -0.5244 0.6675 -0.0078
N 2.4128 0.0285 -0.3589
S 2.6672 -0.6571 0.9198
H -0.5985 -2.3954 -0.6031
H -1.4056 -1.6926 1.9560
H -1.2462 2.5068 0.4014
H 0.3488 2.4818 -0.6951
H -1.1654 2.0439 -1.3513
H 0.1946 -0.3154 -1.7361
H 2.9143 -2.0548 0.6001

---

Arrangement x

15
Properties=species:S:1:pos:R:3 method="wB97M-V/def2-TZVPD" lumo_energy_ev=0.1 charge=0 homo_lumo_gap_ev=8.180
C -1.8891 0.6385 0.1594
C 0.4241 -0.1694 -0.2262
C 0.7617 1.2136 -0.0929
C 1.3546 2.2915 -0.0502
H -1.9252 0.9094 1.2312
H -1.5318 1.6320 -0.2566
H -2.7852 0.2005 -0.2548
H -0.6623 -1.9604 0.8815
H -1.0083 -2.2177 -0.7058
H 3.4413 -1.9723 -0.8323
H 1.8655 3.2592 0.0321
N -0.9276 -0.3950 -0.0688
N -1.3271 -1.7048 0.0752
N 1.2880 -1.1289 -0.0844
S 2.9215 -0.5962 0.1926

---

It is arrangement w that is the most stable of them.

---

Arrangement w

15
Properties=species:S:1:pos:R:3 method="wB97M-V/def2-TZVPD" lumo_energy_ev=-0.4 charge=0 homo_lumo_gap_ev=7.952
C -1.8964 0.5602 0.0141
C 0.4298 0.0073 -0.5833
C 0.9135 1.3050 -0.6074
C 1.5054 2.4137 0.0090
H -1.8573 0.8811 1.1839
H -1.9940 1.6172 -0.7444
H -2.8661 -0.3542 -0.3351
H -0.7194 -1.8863 0.8702
H -0.7051 -2.3383 -0.6400
H 3.2746 -2.0114 0.9821
H 2.0436 3.4347 0.8869
N -0.9347 -0.2869 -0.5225
N -1.2826 -1.6160 0.0686
N 1.1901 -0.9743 -0.4098
S 2.8984 -0.7517 -0.1724

---

Arrangement x

15
Properties=species:S:1:pos:R:3 method="wB97M-V/def2-TZVPD" lumo_energy_ev=0.8 charge=0 homo_lumo_gap_ev=8.596
C -2.1177 -1.7089 -0.1511
C 1.0381 -0.0821 -0.6605
C 1.9397 0.9000 0.1490
C -0.8100 0.6892 0.7370
H -2.4592 -2.7431 -0.2781
H -2.8313 -0.8679 -0.1855
H 1.5108 -1.0634 -0.7789
H 0.9044 0.3208 -1.6758
H 2.0504 0.5969 1.1736
H 2.9468 1.0390 -0.3403
H -1.5730 0.3723 1.4018
N -0.8535 -1.5361 -0.1700
N -0.3310 -0.2889 -0.1074
N -0.4377 1.9158 0.7907
S 1.0230 2.4565 0.0956

---

Arrangement y

15
Properties=species:S:1:pos:R:3 method="wB97M-V/def2-TZVPD" lumo_energy_ev=-0.8 charge=0 homo_lumo_gap_ev=8.107
C 2.0635 -0.6191 -0.3044
C -0.1372 -1.0719 0.5068
C -1.0193 0.0523 -0.2005
C -0.2433 1.3236 -0.1992
H 2.9345 1.0302 -0.6808
H 1.6873 -1.7068 -0.4997
H -0.5183 -1.3245 1.4712
H -0.1847 -1.8985 0.0002
H -0.8586 2.1905 0.2005
H 0.1390 1.2643 -1.1880
H 0.2854 1.2517 1.6987
N 3.0757 -0.0697 -0.7754
N 1.1215 -0.3480 0.7275
N 0.8655 0.9738 0.7448
S -2.6816 -0.1756 -0.2936

---

It is arrangement x that is the most stable of them.

---

Arrangement w

9
Properties=species:S:1:pos:R:3 method="wB97M-V/def2-TZVPD" lumo_energy_ev=1.1 charge=0 homo_lumo_gap_ev=10.586
C 0.1394 -1.2395 -0.5484
C 0.1705 0.2711 -0.0431
C -0.2798 1.1721 0.9107
F 0.0426 2.5222 0.6051
H -0.7453 -1.3712 -1.3623
H 0.0180 -1.8967 0.3691
H 1.0445 -1.4895 -0.9858
H 0.4648 0.9755 -0.8532
H -0.8546 1.0560 1.9080

---

Arrangement x

9
Properties=species:S:1:pos:R:3 method="wB97M-V/def2-TZVPD" lumo_energy_ev=1.3 charge=0 homo_lumo_gap_ev=11.696
C 0.1831 -0.1325 0.7538
C 0.4095 -0.4344 -0.6952
C -0.6057 0.5870 -0.1617
H 0.9625 0.4819 1.2807
H 1.3476 0.1093 -1.0015
H 0.2421 -1.4171 -1.2296
H -0.3806 1.6174 -0.1480
H -1.7012 0.3312 -0.1857
F -0.4572 -1.1426 1.3871

---

It is arrangement x that is the most stable of them.

---

Arrangement w

8
Properties=species:S:1:pos:R:3 method="wB97M-V/def2-TZVPD" lumo_energy_ev=0.6 charge=0 homo_lumo_gap_ev=11.329
C 0.7655 0.1030 0.3563
C -0.2053 -0.9619 0.3257
O -0.3448 -0.0023 1.2981
O -1.5043 -0.9190 -0.8262
Br 0.0607 -2.7724 0.8367
H 1.7382 0.1521 0.7336
H 0.5291 0.8907 -0.3788
H -1.0614 -1.2593 -1.5598

---

Arrangement x

8
Properties=species:S:1:pos:R:3 method="wB97M-V/def2-TZVPD" lumo_energy_ev=0.6 charge=0 homo_lumo_gap_ev=11.140
C -1.1713 0.5149 -0.4556
C 0.7427 -0.3532 0.5701
O -1.3950 -0.5137 -0.9720
O -0.1406 0.7768 0.3564
Br 2.4152 -0.2380 -0.5219
H -1.9479 1.3973 -0.5235
H 1.1510 -0.3532 1.4755
H 0.3458 -1.2309 0.0709

---

Arrangement y

8
Properties=species:S:1:pos:R:3 method="wB97M-V/def2-TZVPD" lumo_energy_ev=0.6 charge=0 homo_lumo_gap_ev=11.399
C -1.4223 0.2335 -0.3592
C 1.2056 0.3052 -0.0364
O -0.1074 -0.1268 -0.4715
O -2.0858 1.0748 0.1847
Br 2.0961 1.3253 -1.4190
H -1.8885 -0.5687 -0.9739
H 1.1290 0.9610 0.8395
H 1.7838 -0.5885 0.1726

---

Arrangement z

8
Properties=species:S:1:pos:R:3 method="wB97M-V/def2-TZVPD" lumo_energy_ev=-1.6 charge=0 homo_lumo_gap_ev=8.834
C -0.2312 -0.2625 0.6628
C -0.0239 0.4090 -0.7077
O -0.1134 0.5053 1.8032
O -1.3357 0.1317 1.3285
Br 1.7873 -1.1378 -1.5243
H 0.1938 -1.2667 0.6478
H 0.4619 1.3011 -0.8046
H -0.7389 0.3199 -1.4058

---

It is arrangement x that is the most stable of them.

---

Arrangement w

8
Properties=species:S:1:pos:R:3 method="wB97M-V/def2-TZVPD" lumo_energy_ev="-1.9 / -1.9" charge=0 homo_lumo_gap_ev="8.419 / 8.420"
C -0.7844 0.3628 0.5934
C 0.2693 -0.1563 -0.2284
O -0.5694 1.6033 1.2020
O -1.5044 1.4727 0.2133
Br 2.2833 -0.3797 1.2538
H -1.3107 -0.3738 1.1485
H 0.7931 0.4839 -0.7538
H 0.0286 -1.1697 -0.5440

---

Arrangement x

8
Properties=species:S:1:pos:R:3 method="wB97M-V/def2-TZVPD" lumo_energy_ev="-1.5 / -1.5" charge=0 homo_lumo_gap_ev="6.108 / 6.109"
C -0.4667 -0.7015 -1.1285
C 0.9569 0.2506 0.6959
O -0.5180 -1.5055 -1.9630
O -0.2345 0.1229 -0.2566
Br -3.1871 0.9341 -0.1833
H 1.9473 0.0123 0.3099
H 0.7160 -0.3974 1.3971
H 0.7862 1.2846 1.1286

---

It is arrangement x that is the most stable of them.

---

Arrangement w

36
Properties=species:S:1:pos:R:3 method="wB97M-V/def2-TZVPD" lumo_energy_ev=0.3 charge=0 homo_lumo_gap_ev=10.394
C -0.1287 0.8420 1.0881
O 0.1782 0.1781 2.3224
C 0.7790 0.4146 -0.0472
H -1.1392 0.5244 0.8523
H -0.0899 1.9268 1.2012
H 0.9396 0.6843 2.6709
H 0.7597 -0.6485 -0.1902
H 0.5236 1.0927 -0.8595
H 1.8368 0.6913 0.0138
H -0.4854 -1.9503 2.1683
H -1.1614 -2.5384 0.9574
O -0.8777 -2.7719 1.8372
H 0.5455 3.4414 -1.0003
H 1.8509 3.1366 -1.5887
O 1.4661 3.2486 -0.7032
H -1.7579 -2.0097 -1.5725
H -0.3236 -1.9579 -1.1415
O -1.0468 -1.3739 -1.4269
H 3.2300 -2.0487 -2.1042
H 1.7615 -1.4577 -1.8308
O 2.4095 -2.1307 -1.6131
H -1.6238 0.2117 -0.9016
H -2.4063 0.4534 -2.0527
O -2.1960 0.9379 -1.2354
H -2.7507 -0.8845 1.4807
H -3.8867 -1.4820 0.6922
O -3.0136 -1.1258 0.5887
H 2.1233 2.5647 2.5472
H 3.0846 1.5682 1.8504
O 2.4833 1.6718 2.5994
H 0.8073 -3.3183 0.4214
H 1.3481 -3.9699 -0.8735
O 0.5448 -3.6572 -0.4410
H -1.3711 3.9180 -0.8445
H -1.3540 2.4558 -1.2903
O -1.0591 3.3633 -1.5745

---

Arrangement x

36
Properties=species:S:1:pos:R:3 method="wB97M-V/def2-TZVPD" lumo_energy_ev=-0.5 charge=0 homo_lumo_gap_ev=9.771
O 5.8684 15.4735 -1.3097
H 5.5333 15.0483 -0.5077
H 6.6132 16.0029 -1.0161
O 5.0877 14.6907 2.2958
H 5.7512 15.3836 2.2067
H 5.5819 13.8719 2.1661
O 7.0688 12.2902 1.4955
H 7.3165 11.7982 0.7056
H 7.8894 12.3652 2.0040
O 8.3820 15.0089 3.0281
H 9.1198 14.9937 3.6494
H 8.2024 15.9459 2.8812
O 6.8882 17.2006 1.6480
H 7.3567 16.9488 0.8438
H 7.5189 17.7486 2.1361
O 4.4506 18.6388 1.5791
H 5.1368 18.1202 2.0293
H 3.6296 18.4366 2.0432
O 6.5731 11.1147 4.1952
H 6.6305 11.7224 3.4463
H 6.3956 10.2576 3.7928
O 1.9266 14.8591 1.6684
H 2.7679 14.8094 2.1434
H 1.3618 14.2082 2.0985
O 4.7662 10.7908 0.3545
H 4.8350 11.7155 0.6182
H 5.4173 10.6812 -0.3460
C 6.4733 14.9426 5.8212
C 5.6801 16.2046 5.6127
O 6.2568 17.2521 6.4036
H 6.2521 14.5038 6.7996
H 7.5457 15.1174 5.8775
H 6.1580 14.1809 5.1104
H 4.6399 16.0979 5.9372
H 5.5462 16.4968 4.5662
H 6.0013 18.1040 6.0398

---

It is arrangement w that is the most stable of them.

---

Arrangement w

12
Properties=species:S:1:pos:R:3 method="wB97M-V/def2-TZVPD" lumo_energy_ev=0.6 charge=0 homo_lumo_gap_ev=10.504
C -0.8985 0.8378 1.6393
N 1.2969 -1.0682 -1.8756
C -0.5099 0.2868 0.3005
C 1.4672 -0.8165 -0.6669
O 0.2701 -0.6876 -2.6420
O -1.2572 0.1914 -0.6441
O 0.7614 -0.1161 0.3233
H -0.4718 -0.2990 -2.1076
H 2.3681 -1.2030 -0.2184
H -1.5396 0.1095 2.1234
H -0.0198 1.0112 2.2529
H -1.4666 1.7538 1.5153

---

Arrangement x

12
Properties=species:S:1:pos:R:3 method="wB97M-V/def2-TZVPD" lumo_energy_ev="-0.7 / -0.7" charge=0 homo_lumo_gap_ev="7.405 / 7.409"
C -1.3231 -0.5770 0.1159
N -0.0224 -0.1164 -0.3167
C 1.3407 0.4518 0.9173
C 0.3110 1.4405 -0.1621
O 0.4680 -0.7284 -1.4834
O 1.5233 -0.3732 1.7506
O -0.3829 2.3330 -0.4654
H 1.0541 -1.4429 -1.1763
H 1.9651 1.0935 0.0759
H -2.1200 -0.2136 -0.5376
H -1.3240 -1.6682 0.1561
H -1.4898 -0.1992 1.1256

---

It is arrangement w that is the most stable of them.

---

Arrangement w

12
Properties=species:S:1:pos:R:3 method="wB97M-V/def2-TZVPD" lumo_energy_ev=0.5 charge=0 homo_lumo_gap_ev=10.507
C 1.3999 -0.8620 -0.9049
N 1.2434 0.0212 0.1521
C 0.0592 0.7818 0.3788
C -1.1941 -0.0623 0.2797
O -2.2827 0.7185 0.4063
O -1.2250 -1.2473 0.1588
O 2.2632 -1.6934 -0.9199
H 0.6729 -0.6361 -1.7013
H 2.1019 0.0679 0.6734
H 0.0728 1.1239 1.4180
H -0.0461 1.6492 -0.2750
H -3.0654 0.1386 0.3339

---

Arrangement x

12
Properties=species:S:1:pos:R:3 method="wB97M-V/def2-TZVPD" lumo_energy_ev=0.4 charge=0 homo_lumo_gap_ev=10.615
C -2.3524 0.7443 -0.2699
C 0.5029 -1.0060 0.5741
C 2.2596 0.4287 -0.3333
H -2.7221 -0.2837 -0.7153
H -3.4948 1.5971 -0.1327
H 0.4736 -2.0757 0.4218
H 0.8091 -0.4310 1.4565
H 3.1914 0.1781 -1.2294
N -1.2207 0.6931 0.1867
O -0.7309 -0.7778 0.0532
O 1.4158 -0.5941 -0.4107
O 1.8685 1.5270 0.3990

---

It is arrangement w that is the most stable of them.